1.
Formula: C5H7NO
Source: OMol25
Level of theory: ωB97M-V/def2-TZVPD

Highest occupied orbital energy, eV: -9.748
Frontier orbital gap, eV: 10.72
Net charge: 0
SMILES: [H]/N=C1\OC[C@H]2C[C@@H]12

Element x y z (Å)
H (2.7765, -1.4513, 0.2619)
N (1.8464, -1.6430, 0.6490)
C (1.0099, -0.7760, 0.2635)
O (1.3118, 0.2529, -0.5838)
C (0.4175, 1.3332, -0.3346)
C (-0.8663, 0.7272, 0.1770)
C (-1.4239, -0.4392, -0.5347)
C (-0.4384, -0.6667, 0.6667)
H (0.3682, 1.9188, -1.2556)
H (0.8189, 1.9461, 0.4782)
H (-1.5579, 1.4146, 0.6596)
H (-1.0762, -0.7439, -1.5136)
H (-2.5127, -0.5416, -0.4339)
H (-0.6739, -1.3309, 1.5002)

Löwdin atomic charge list, values in e, 4 entries: H 0.06; N 0.16; C -0.44; O -0.02


2.
Formula: C5H7NO
Source: OMol25
Level of theory: ωB97M-V/def2-TZVPD

Highest occupied orbital energy, eV: -7.969
Frontier orbital gap, eV: 8.97
Net charge: 0
SMILES: Cc1occc1N

Element x y z (Å)
C (0.7753, -1.7880, 0.1841)
C (0.3488, -0.3659, 0.3186)
O (0.6093, 0.2426, 1.5164)
C (0.0540, 1.4774, 1.4697)
C (-0.5362, 1.6956, 0.2713)
C (-0.3350, 0.4916, -0.4900)
N (-0.7419, 0.3136, -1.8316)
H (0.6983, -2.1202, -0.8571)
H (1.8119, -1.9315, 0.5092)
H (0.1361, -2.4431, 0.7908)
H (0.1740, 2.0884, 2.3530)
H (-1.0444, 2.5924, -0.0596)
H (-1.7522, 0.3053, -1.9201)
H (-0.3769, -0.5441, -2.2291)

Löwdin atomic charge list, values in e, 4 entries: C -0.01; C -0.28; O 0.02; C -0.13


3.
Formula: C5H7NO
Source: OMol25
Level of theory: ωB97M-V/def2-TZVPD

Highest occupied orbital energy, eV: -10.041
Frontier orbital gap, eV: 10.89
Net charge: 0
SMILES: [H]/N=C/[C@](C)(O)C#C

Element x y z (Å)
H (-2.4769, 1.6767, 0.6019)
N (-1.8738, 1.0053, 0.1319)
C (-0.7548, 0.8173, 0.6600)
C (0.2033, -0.2183, 0.1206)
C (-0.2777, -0.9148, -1.1379)
O (0.2351, -1.2710, 1.2564)
C (1.5187, 0.3652, -0.0434)
C (2.5979, 0.8785, -0.1246)
H (-0.3830, 1.3128, 1.5705)
H (-1.2325, -1.3904, -0.9384)
H (0.4482, -1.6623, -1.4409)
H (-0.4002, -0.1773, -1.9257)
H (0.8599, -0.9513, 1.9109)
H (3.5458, 1.3161, -0.2446)

Löwdin atomic charge list, values in e, 4 entries: H 0.06; N 0.13; C -0.19; C -0.51


Quick rundown of F_max, same order as above: 0.957, 0.309, 2.333 eV/Å